The following is a quantum chemistry calculation of a 2-piece molecular cluster, C9H19N3O overall at a distorted geometry, from OMol25.

Positions of all 32 atoms, in Å:
1 C -2.642 -2.862 -1.314
2 C 0.092 -0.709 -1.544
3 C -3.345 -2.617 -0.035
4 C 2.059 0.590 -1.892
5 C 2.103 0.537 1.400
6 C 0.504 2.575 1.964
7 C -0.285 0.170 1.811
8 C 0.349 1.448 -0.319
9 C 0.666 1.216 1.195
10 N 0.894 0.486 -1.319
11 N -1.110 -0.843 -1.281
12 N -2.232 -3.153 -2.321
13 O 2.793 1.619 -1.643
14 H -4.220 -3.250 0.150
15 H -3.675 -1.526 -0.118
16 H 2.362 -0.151 -2.713
17 H 2.834 1.341 1.284
18 H 2.193 -0.013 2.290
19 H 2.111 -0.333 0.668
20 H -0.422 3.024 1.911
21 H 0.913 2.331 2.889
22 H 1.229 3.283 1.545
23 H -1.459 0.391 1.541
24 H -0.027 0.144 2.891
25 H 0.055 -0.890 1.538
26 H 0.732 2.356 -0.772
27 H -0.738 1.428 -0.477
28 H -2.618 -2.914 0.660
29 H -1.516 -0.053 -0.769
30 H 0.607 -1.570 -2.011
31 H -1.994 -3.661 -3.180
32 H 3.788 1.604 -2.028

Values from the calculation:
* total energy: -16139.5799 eV
* LUMO: -7.22 eV
* orbital gap: 9.984 eV
* largest force on an atom: 4.3 eV/Å
* E_HOMO: -17.200 eV
* total charge: +2

---

The following is a quantum chemistry calculation of C31H56BaN3O3P2 as an isolated structure at a distorted geometry, from OMol25.

Positions of all 96 atoms, in Å:
1 C -0.286 0.611 -2.762
2 C -0.714 -1.456 -1.818
3 C -0.607 0.143 -4.038
4 C -0.987 -2.014 -3.069
5 C -0.939 -1.202 -4.197
6 H -0.572 0.851 -4.865
7 H -1.247 -3.073 -3.119
8 H -1.138 -1.611 -5.175
9 N -0.413 -0.153 -1.669
10 P 1.292 2.158 -1.081
11 P -1.637 -1.412 0.888
12 C 0.247 2.049 -2.565
13 H 0.792 2.408 -3.458
14 H -0.614 2.732 -2.435
15 C -0.724 -2.310 -0.553
16 H -1.238 -3.262 -0.748
17 C -1.401 -2.558 2.406
18 C -3.487 -1.395 0.433
19 C 2.988 1.425 -1.620
20 C 1.452 4.006 -0.643
21 C -0.199 -1.998 3.205
22 H -0.385 -0.978 3.593
23 H -0.053 -2.649 4.075
24 H 0.750 -2.020 2.637
25 C -2.618 -2.557 3.342
26 H -2.861 -1.551 3.706
27 H -3.498 -3.029 2.889
28 H -2.353 -3.162 4.222
29 C -1.098 -4.000 1.992
30 H -1.165 -4.628 2.893
31 H -1.808 -4.414 1.266
32 H -0.078 -4.108 1.606
33 C -4.213 -0.564 1.537
34 H -3.558 0.141 2.069
35 H -5.023 0.019 1.081
36 H -4.685 -1.227 2.273
37 C -3.654 -0.675 -0.920
38 H -3.045 0.232 -0.991
39 H -3.423 -1.334 -1.764
40 H -4.706 -0.375 -1.021
41 C -4.113 -2.797 0.311
42 H -3.406 -3.632 0.252
43 H -4.809 -2.994 1.134
44 H -4.726 -2.820 -0.602
45 C 2.370 4.081 0.596
46 H 2.482 5.139 0.869
47 H 1.960 3.574 1.488
48 H 3.378 3.686 0.401
49 C 0.045 4.513 -0.269
50 H -0.657 4.462 -1.112
51 H -0.375 3.957 0.582
52 H 0.135 5.573 0.018
53 C 1.993 4.894 -1.765
54 H 1.608 4.634 -2.759
55 H 1.679 5.926 -1.551
56 H 3.087 4.908 -1.786
57 C 2.782 0.234 -2.567
58 H 2.363 0.532 -3.537
59 H 3.763 -0.227 -2.762
60 H 2.136 -0.532 -2.119
61 C 3.687 0.923 -0.319
62 H 3.513 -0.155 -0.148
63 H 4.768 1.077 -0.429
64 H 3.408 1.482 0.602
65 C 3.881 2.443 -2.336
66 H 3.394 2.907 -3.204
67 H 4.264 3.218 -1.660
68 H 4.761 1.899 -2.714
69 Ba 0.992 0.579 1.631
70 C -2.424 2.054 0.168
71 O -3.070 2.969 0.409
72 N 1.436 -1.643 0.501
73 C 0.836 -2.519 -0.138
74 C 1.665 -3.808 -0.556
75 C 0.807 -4.955 -1.051
76 C 2.620 -3.418 -1.681
77 C 2.517 -4.283 0.645
78 H 0.078 -5.277 -0.296
79 H 0.286 -4.691 -1.980
80 H 1.485 -5.796 -1.258
81 H 3.252 -2.580 -1.363
82 H 3.259 -4.278 -1.917
83 H 2.072 -3.129 -2.586
84 H 2.517 -5.379 0.712
85 H 3.552 -3.948 0.512
86 H 2.163 -3.892 1.604
87 N -1.449 4.918 2.988
88 C -1.256 3.895 4.101
89 C -0.306 2.882 3.509
90 O 0.746 2.507 4.074
91 O -0.663 2.520 2.322
92 H -0.546 5.255 2.599
93 H -1.955 5.740 3.339
94 H -1.970 4.515 2.191
95 H -0.888 4.385 4.996
96 H -2.221 3.410 4.309

Values from the calculation:
* total energy: -62935.6223 eV
* LUMO: -2.98 eV
* orbital gap: 5.638 eV
* largest force on an atom: 2.7 eV/Å
* E_HOMO: -8.617 eV
* total charge: +1

---

The following is a quantum chemistry calculation of a 2-piece molecular cluster, CH4NO3 overall at a distorted geometry, from OMol25.

Positions of all 9 atoms, in Å:
1 N -0.308 -0.005 1.996
2 C -0.067 0.358 0.638
3 O 1.072 -0.038 0.178
4 O -0.853 1.030 0.019
5 H 0.310 -0.749 2.319
6 H -1.218 -0.467 1.883
7 H -0.323 0.075 -2.611
8 H 0.802 0.043 -1.757
9 O 0.586 -0.246 -2.664

Values from the calculation:
* total energy: -8732.5317 eV
* LUMO (alpha / beta): 0.41 / -4.07 eV
* orbital gap (alpha / beta): 11.601 / 7.104 eV
* largest force on an atom: 2.4 eV/Å
* E_HOMO (alpha / beta): -11.190 / -11.174 eV
* 2S+1: 2
* total charge: 0

---

The following is a quantum chemistry calculation of one molecule with the formula C23H29N3O at a distorted geometry, from OMol25.

Positions of all 56 atoms, in Å:
1 C -1.490 -8.323 -0.229
2 C -1.747 -6.914 -0.752
3 C -1.285 -5.819 0.210
4 C 0.232 -5.754 0.364
5 H 0.600 -6.683 0.804
6 H 0.689 -5.642 -0.622
7 C 0.670 -4.585 1.257
8 C 0.329 -3.260 0.640
9 C 1.086 -2.762 -0.414
10 C 0.766 -1.562 -1.017
11 C -0.330 -0.824 -0.576
12 C -1.090 -1.317 0.483
13 C -0.762 -2.518 1.079
14 H -1.360 -2.888 1.900
15 H -1.937 -0.741 0.821
16 C -0.691 0.440 -1.190
17 C -0.095 1.144 -2.225
18 N -0.857 2.246 -2.368
19 N -1.848 2.229 -1.484
20 N -1.763 1.166 -0.785
21 C -0.659 3.374 -3.231
22 C 0.469 4.281 -2.720
23 C 0.299 4.602 -1.235
24 O 0.793 3.505 -0.495
25 C 0.343 3.461 0.842
26 C 0.846 4.611 1.679
27 C 2.185 4.976 1.612
28 C 2.661 6.036 2.362
29 C 1.803 6.737 3.194
30 C 0.469 6.376 3.267
31 C -0.009 5.322 2.508
32 H -1.052 5.045 2.563
33 H -0.204 6.921 3.913
34 H 2.175 7.563 3.782
35 H 3.703 6.314 2.301
36 H 2.847 4.423 0.961
37 H 0.728 2.513 1.233
38 H -0.756 3.425 0.867
39 H 0.855 5.515 -0.975
40 H -0.762 4.767 -1.000
41 H 1.431 3.783 -2.842
42 H 0.472 5.201 -3.303
43 H -1.603 3.924 -3.240
44 H -0.434 3.025 -4.244
45 H 0.764 0.958 -2.833
46 H 1.371 -1.194 -1.833
47 H 1.942 -3.323 -0.764
48 H 1.751 -4.646 1.410
49 H 0.184 -4.677 2.231
50 H -1.742 -5.984 1.189
51 H -1.639 -4.854 -0.163
52 H -1.243 -6.785 -1.712
53 H -2.819 -6.794 -0.924
54 H -0.424 -8.518 -0.136
55 H -1.952 -8.457 0.746
56 H -1.909 -9.061 -0.910

Values from the calculation:
* total energy: -30839.0151 eV
* LUMO: 0.80 eV
* orbital gap: 8.910 eV
* largest force on an atom: 1.3 eV/Å
* E_HOMO: -8.110 eV
* structure (SMILES): CCCCCc1ccc(-c2cn(CCCOCc3ccccc3)nn2)cc1
* total charge: 0

---

The following is a quantum chemistry calculation of a 6-piece molecular cluster, C14H30NO12 overall at a distorted geometry, from OMol25.

Positions of all 57 atoms, in Å:
1 N 0.146 -0.741 -0.179
2 H -0.719 -0.228 -0.265
3 H 0.795 -0.125 0.289
4 H 0.576 -0.855 -1.086
5 H 0.046 -1.663 0.220
6 C -2.753 4.340 -0.629
7 C -2.974 2.935 -0.766
8 C -1.841 1.956 -0.236
9 O -2.046 0.716 -0.220
10 C -0.596 2.545 0.252
11 C -0.428 3.878 0.232
12 C -1.585 4.829 -0.163
13 O -1.463 6.128 -0.195
14 O 0.733 4.266 0.659
15 O -4.037 2.469 -1.059
16 H -3.517 5.064 -0.869
17 H 0.213 1.860 0.458
18 C -3.470 -2.898 -0.262
19 C -3.145 -2.100 1.009
20 O -3.831 -0.898 1.010
21 O -2.978 -2.289 -1.420
22 H -4.541 -3.098 -0.303
23 H -2.935 -3.847 -0.240
24 H -2.072 -1.907 1.008
25 H -3.419 -2.629 1.922
26 H -3.201 -0.288 0.618
27 H -2.920 -2.996 -2.067
28 C 3.852 2.458 1.868
29 C 3.703 0.998 1.381
30 O 2.346 0.642 1.242
31 O 3.695 3.288 0.770
32 H 4.909 2.613 2.086
33 H 3.222 2.765 2.702
34 H 4.122 0.252 2.057
35 H 4.164 0.893 0.399
36 H 1.953 0.793 2.105
37 H 2.738 3.316 0.700
38 C 1.849 -0.622 -3.376
39 C 1.621 0.839 -2.950
40 O 0.281 1.077 -2.565
41 O 1.414 -1.557 -2.383
42 H 2.907 -0.798 -3.571
43 H 1.369 -0.893 -4.316
44 H 1.947 1.451 -3.791
45 H 2.309 1.187 -2.179
46 H 0.253 2.026 -2.427
47 H 1.548 -2.417 -2.788
48 C 0.471 -2.962 2.440
49 C -0.078 -3.906 1.344
50 O 0.294 -3.513 0.007
51 O -0.361 -1.775 2.570
52 H 1.498 -2.741 2.148
53 H 0.556 -3.511 3.377
54 H -1.132 -4.115 1.529
55 H 0.378 -4.893 1.423
56 H 0.017 -4.189 -0.616
57 H 0.119 -1.133 3.099

Values from the calculation:
* total energy: -41061.2664 eV
* LUMO: 1.38 eV
* orbital gap: 4.121 eV
* largest force on an atom: 5.8 eV/Å
* E_HOMO: -2.742 eV
* total charge: -1

---

The following is a quantum chemistry calculation of C35H46N7O4S5W as an isolated structure, from OMol25.

Positions of all 98 atoms, in Å:
1 W -0.451 0.869 0.893
2 S 2.773 4.160 1.451
3 C 3.250 3.207 0.113
4 C 2.372 2.198 -0.151
5 C 1.263 2.171 0.742
6 C 1.376 3.180 1.664
7 C 0.306 3.404 2.602
8 C 0.346 4.344 3.631
9 C -0.735 4.485 4.471
10 C -1.847 3.675 4.267
11 C -1.825 2.765 3.234
12 N -0.781 2.613 2.396
13 H 4.162 3.445 -0.412
14 H 2.502 1.505 -0.970
15 H 1.235 4.947 3.757
16 H -0.716 5.209 5.275
17 H -2.723 3.744 4.896
18 H -2.678 2.132 3.044
19 S -1.546 -0.888 -2.106
20 C -1.036 0.718 -2.180
21 N -0.820 1.576 -1.178
22 C -0.628 2.886 -1.643
23 C -0.536 4.040 -0.867
24 C -0.355 5.263 -1.488
25 C -0.279 5.363 -2.877
26 C -0.404 4.231 -3.663
27 C -0.586 3.005 -3.035
28 S -0.836 1.446 -3.756
29 H -0.615 3.985 0.208
30 H -0.271 6.156 -0.882
31 H -0.131 6.327 -3.344
32 H -0.362 4.296 -4.742
33 N 0.617 0.163 2.740
34 C 0.009 0.064 4.093
35 C -1.384 -0.538 4.095
36 C -1.495 -1.939 3.479
37 C -2.080 -1.941 2.075
38 N -1.179 -1.305 1.088
39 H 0.985 -0.755 2.452
40 H 1.444 0.753 2.814
41 H -0.022 1.067 4.521
42 H 0.669 -0.536 4.724
43 H -2.078 0.131 3.577
44 H -1.710 -0.561 5.136
45 H -2.147 -2.557 4.097
46 H -0.521 -2.441 3.476
47 H -3.041 -1.427 2.065
48 H -2.263 -2.971 1.761
49 H -1.555 -1.423 0.138
50 H -0.307 -1.836 1.107
51 C -4.815 1.000 -3.681
52 C -4.355 2.116 -2.762
53 N -3.856 1.516 -1.517
54 C -3.504 2.053 -0.369
55 S -2.990 0.929 0.884
56 N -3.554 3.339 -0.052
57 C -3.847 4.521 -0.871
58 C -5.289 4.980 -0.743
59 H -5.162 1.417 -4.625
60 H -5.632 0.436 -3.232
61 H -3.990 0.316 -3.891
62 H -5.176 2.793 -2.532
63 H -3.554 2.682 -3.242
64 H -3.593 0.534 -1.595
65 H -3.311 3.517 0.910
66 H -3.565 4.318 -1.899
67 H -3.167 5.300 -0.526
68 H -5.989 4.219 -1.088
69 H -5.445 5.883 -1.333
70 H -5.532 5.210 0.295
71 C 3.054 -9.649 -1.106
72 C 3.667 -8.280 -1.213
73 C 4.118 -7.798 -2.440
74 C 4.716 -6.554 -2.544
75 C 4.865 -5.777 -1.403
76 C 4.429 -6.236 -0.168
77 C 3.831 -7.483 -0.083
78 S 5.575 -4.166 -1.537
79 O 6.386 -4.134 -2.714
80 O 6.076 -3.804 -0.246
81 N 4.322 -3.145 -1.844
82 C 3.287 -2.969 -0.834
83 C 2.655 -1.596 -0.992
84 C 1.680 -1.270 0.107
85 O 0.895 -0.270 -0.159
86 O 1.644 -1.916 1.157
87 H 2.532 -9.920 -2.023
88 H 2.349 -9.703 -0.277
89 H 3.828 -10.399 -0.933
90 H 4.007 -8.411 -3.327
91 H 5.087 -6.190 -3.492
92 H 4.581 -5.631 0.715
93 H 3.495 -7.850 0.880
94 H 4.004 -3.231 -2.801
95 H 3.769 -3.034 0.140
96 H 2.523 -3.752 -0.880
97 H 2.147 -1.479 -1.951
98 H 3.441 -0.835 -0.952

Values from the calculation:
* total energy: -111663.4431 eV
* LUMO (alpha / beta): -2.96 / -3.42 eV
* orbital gap (alpha / beta): 7.184 / 6.817 eV
* largest force on an atom: 0.2 eV/Å
* E_HOMO (alpha / beta): -10.141 / -10.236 eV
* 2S+1: 3
* total charge: +1